(1)
Formula: C53H60NO4SSbZn
Source: the Open Molecules 2025 dataset
Level of theory: the ωB97M-V functional and the def2-TZVPD basis

Properties
**Kohn-Sham gap (alpha / beta)**: 6.3 / 5.9 eV
**HOMO energy (alpha / beta)**: -6.732 / -7.232 eV
**LUMO energy (alpha / beta)**: -0.016 / -0.050 hartree
**ΔE to the lowest compared entry with this formula, charge and spin**: 349.2 kJ/mol
**Energy**: -131404.2116 eV

Geometry as ORCA input:
```
! RIJCOSX wB97M-V def2-TZVPD def2/J DEFGRID3
* xyz 0 1
Zn 0.22818 0.24234 0.41182
C 0.10627 7.22036 0.11480
C -0.87478 6.58903 -0.88279
C -0.31728 6.74202 -2.30511
C -2.19450 7.35827 -0.80069
C -1.04479 5.10236 -0.56603
C 0.05997 4.28356 -0.52992
C -0.05684 2.91117 -0.24969
N 0.94217 2.00763 -0.17906
C 2.29523 1.99883 -0.19887
C 3.14655 2.98383 -0.73365
C 4.51050 2.83315 -0.69407
C 5.03337 1.67177 -0.09127
C 4.26081 0.66033 0.44447
C 2.85261 0.80371 0.37934
O 2.04907 -0.12840 0.85000
C 4.88163 -0.58818 1.07425
C 6.41154 -0.53521 1.06009
C 4.43783 -0.72370 2.53878
C 4.45381 -1.83622 0.28402
C 5.47694 3.86823 -1.26430
C 6.34399 4.42849 -0.12707
C 4.74600 5.03571 -1.92730
C 6.38032 3.21041 -2.31682
C -1.35727 2.34929 0.06042
O -1.46573 1.07868 0.41751
C -2.49443 3.18739 -0.00706
C -2.30034 4.52411 -0.31999
C -3.89277 2.62706 0.26227
C -3.98065 2.08471 1.69739
C -4.21045 1.51047 -0.74363
C -4.97682 3.69823 0.10994
H 0.20677 8.29042 -0.08021
H 1.09912 6.77464 0.04095
H -0.24385 7.08868 1.13999
H -0.15869 7.79737 -2.54028
H -1.00988 6.32665 -3.03928
H 0.63710 6.22528 -2.41515
H -2.01276 8.41508 -1.00285
H -2.64659 7.28168 0.18995
H -2.91688 7.00097 -1.53707
H 1.04279 4.69627 -0.70325
H 2.70851 3.84033 -1.22095
H 6.10831 1.57062 -0.05344
H 6.79359 0.33978 1.58954
H 6.81009 -0.52647 0.04330
H 6.80416 -1.42104 1.56220
H 4.78724 0.13116 3.12189
H 4.87312 -1.62686 2.97403
H 3.35591 -0.78495 2.62158
H 4.75363 -1.75153 -0.76293
H 3.37313 -1.96410 0.32665
H 4.93406 -2.72328 0.70594
H 5.72239 4.90693 0.63163
H 7.04619 5.16996 -0.51519
H 6.92218 3.64246 0.36022
H 4.13460 5.58742 -1.21029
H 4.10292 4.69782 -2.74257
H 5.47402 5.73237 -2.34630
H 6.97563 2.40306 -1.88954
H 7.06933 3.94657 -2.73674
H 5.78519 2.79405 -3.13156
H -3.16735 5.16326 -0.36429
H -3.25276 1.29655 1.86886
H -4.98066 1.68108 1.87795
H -3.80791 2.88597 2.41964
H -3.51360 0.68139 -0.65638
H -4.17120 1.89823 -1.76458
H -5.22014 1.13056 -0.56632
H -4.84717 4.51665 0.82128
H -5.95093 3.24581 0.30275
H -5.00015 4.11505 -0.89910
C 2.06123 -6.26605 -2.88676
C 0.77910 -5.82639 -3.17998
C 0.21533 -4.78674 -2.45266
C 0.92969 -4.18086 -1.42226
C 2.21693 -4.62497 -1.13740
C 2.77925 -5.66327 -1.86440
Sb 0.06216 -2.60041 -0.29361
C -2.04085 -2.99272 -0.56872
C -2.64109 -4.33830 -0.01535
C -3.27146 -5.16996 -1.04273
C -4.36061 -4.31470 -1.60442
C -3.64670 -3.25179 -2.41521
C -2.55914 -2.65593 -1.92576
C 0.27561 -3.44155 1.62887
C 0.39553 -2.57479 2.71035
C 0.48107 -3.07394 4.00263
C 0.46147 -4.44240 4.21890
C 0.37281 -5.31539 3.14307
C 0.28621 -4.81633 1.85165
H 2.50120 -7.07619 -3.45355
H 0.21338 -6.29194 -3.97701
H -0.78751 -4.45963 -2.69801
H 2.78978 -4.16786 -0.33785
H 3.78078 -6.00099 -1.63101
H -1.95585 -4.84162 0.66353
H -2.86622 -6.06098 -1.49478
H -5.09329 -4.84425 -2.21177
H -4.03391 -2.97631 -3.38936
H -2.07010 -1.86681 -2.48945
H 0.44526 -1.50523 2.54982
H 0.57130 -2.39102 4.83761
H 0.53005 -4.83160 5.22651
H 0.37734 -6.38526 3.30792
H 0.24236 -5.50516 1.01485
O -7.86844 -5.91607 2.98092
C -7.52903 -5.81817 1.67521
O -8.21204 -6.33693 0.83841
C -6.28342 -5.05014 1.36920
C -6.15939 -4.54222 0.13941
C -5.00537 -3.71024 -0.30867
C -3.83343 -3.64185 0.71313
S -2.97453 -2.01378 0.70395
C -4.11831 -4.17220 2.06776
C -5.23725 -4.82950 2.36959
H -7.28344 -5.37880 3.52700
H -6.95583 -4.71673 -0.57531
H -5.38121 -2.70372 -0.51826
H -3.33140 -4.04916 2.80403
H -5.33764 -5.25439 3.36210
*
```

Atom charges from the Löwdin analysis, given in e for atoms 1 to 5: number 1, Zn, carries 0.707; number 2, C, carries -0.048; number 3, C, carries -0.557; number 4, C, carries -0.045; number 5, C, carries -0.068

(2)
Formula: C16H26F4N2O7
Source: the Open Molecules 2025 dataset
Level of theory: the ωB97M-V functional and the def2-TZVPD basis

Properties
**Kohn-Sham gap**: 9.7 eV
**Structure (SMILES)**: CO[C@@H](COCCCCCNC(C)=O)C(=O)NC(=O)F.CCOC(=O)C(F)(F)F
**HOMO energy**: -9.426 eV
**LUMO energy**: 0.009 hartree
**Energy**: -45195.5175 eV

Geometry as ORCA input:
```
! RIJCOSX wB97M-V def2-TZVPD def2/J DEFGRID3
* xyz 0 1
C -1.09561 0.25408 0.40099
O 0.00481 -0.45066 -0.16516
C -0.35707 -1.37665 -1.14874
C -0.43018 -0.77055 -2.52317
O -1.46750 0.18720 -2.54695
C -1.89033 0.48793 -3.86942
C -2.33535 1.95261 -3.99839
C -1.90630 2.83853 -2.84273
C -0.39573 2.99393 -2.72631
C -0.00716 3.48074 -1.33213
N 1.33171 2.98845 -0.93801
C 1.44032 2.81121 0.47671
C 2.33553 1.68963 0.91602
O 0.85985 3.49977 1.28573
C 0.67766 -2.50008 -1.12699
O 0.53081 -3.50622 -0.48629
N 1.83851 -2.32144 -1.97388
C 2.80487 -1.44532 -1.42559
O 2.86425 -0.24540 -1.61944
F 3.67662 -2.08651 -0.64978
H -1.29747 -0.10799 1.40025
H -0.83033 1.29726 0.44956
H -1.98886 0.13879 -0.18637
H -1.28374 -1.87859 -0.90481
H 0.50512 -0.28631 -2.76161
H -0.62185 -1.58290 -3.21791
H -2.72166 -0.16494 -4.11023
H -1.09206 0.29905 -4.57188
H -1.89307 2.36070 -4.89645
H -3.40450 1.98864 -4.13468
H -2.30222 3.82535 -3.04800
H -2.36021 2.50857 -1.91982
H 0.12694 2.08221 -2.96062
H -0.08276 3.75983 -3.42180
H -0.73300 3.11467 -0.62124
H -0.06927 4.55824 -1.28758
H 2.00626 3.70265 -1.18540
H 2.57022 1.05764 0.07709
H 3.25122 2.08715 1.32217
H 1.84851 1.10033 1.67580
H 2.22527 -3.22188 -2.22332
C 1.63687 -2.85451 3.27863
C 0.76013 -1.68015 3.65488
O -0.52196 -2.12377 4.13991
C -0.56648 -2.48871 5.40974
O 0.33601 -2.48647 6.18748
C -2.00311 -2.89268 5.77532
F -2.54216 -3.67016 4.83550
F -2.76352 -1.80067 5.89924
F -2.02484 -3.54922 6.92494
H 1.12622 -3.49501 2.55890
H 2.56785 -2.50188 2.83641
H 1.87641 -3.46059 4.15175
H 0.54642 -1.07647 2.77466
H 1.23991 -1.03942 4.39303
*
```

Atom charges from the Löwdin analysis, given in e for atoms 1 to 5: number 1, C, carries -0.040; number 2, O, carries -0.118; number 3, C, carries -0.261; number 4, C, carries -0.155; number 5, O, carries -0.151

(3)
Formula: H41O20
Source: the Open Molecules 2025 dataset
Level of theory: the ωB97M-V functional and the def2-TZVPD basis

Properties
**Kohn-Sham gap (alpha / beta)**: 9.0 / 4.4 eV
**<S²>**: 0.756
**HOMO energy (alpha / beta)**: -15.421 / -15.421 eV
**LUMO energy (alpha / beta)**: -0.234 / -0.405 hartree
**ΔE to the lowest compared entry with this formula, charge and spin**: 43.9 kJ/mol
**Energy**: -41596.4869 eV

Geometry as ORCA input:
```
! RIJCOSX wB97M-V def2-TZVPD def2/J DEFGRID3
* xyz 2 2
O -1.42443 -1.51435 0.87626
H -2.02578 -1.95051 1.48601
O 2.24009 0.64366 1.04386
H 2.88851 0.23664 0.43052
H 2.49136 1.53139 1.37273
O -1.70395 0.84916 4.27611
H -1.02926 0.61861 4.91872
H -1.86805 0.03923 3.79328
O 3.64269 -0.21560 -1.44409
H 2.88341 -0.56828 -1.92180
H 3.98398 0.55700 -1.90700
O 4.93453 1.64733 1.25959
H 1.83084 -2.08555 -0.49868
H 5.55661 1.33765 1.93018
O 0.97015 -1.64444 -0.53177
H 0.63483 -4.83745 -1.43330
H 0.95862 -0.90829 0.09160
O 0.61744 -4.54745 -0.51462
H 0.12905 -3.72372 -0.54249
H 3.88627 2.18307 0.51847
O -3.96545 0.36713 -1.68617
H -3.23320 0.89732 -2.00131
H -3.99028 -0.41073 -2.25124
O -4.83128 3.17662 -0.24939
H -4.07939 3.52960 -0.75009
H 4.90242 0.95171 0.59656
O -1.11471 0.99316 -1.74680
H -0.74578 1.46479 -2.47562
H -0.49820 0.41658 -1.31316
O -1.28261 1.09016 1.47506
H -0.67137 0.97002 2.20839
H -1.19085 0.18659 1.09471
O 2.97255 -0.15445 3.00205
H 3.64719 -0.38280 2.34334
H 3.19834 0.66693 3.47934
O 3.26541 -4.54912 -0.37457
H 4.13221 -4.33576 -0.08077
H 3.15674 -5.46455 -0.63003
O -0.87270 1.47089 -4.96917
H -0.37469 0.80662 -5.44912
H -1.79892 1.24980 -5.04084
O -3.82336 1.09655 1.06015
H -2.99593 1.00424 1.61829
H -3.77149 0.48383 0.29264
O -2.47158 3.63421 -1.91586
H -2.59806 4.15000 -2.70245
H -1.59363 3.78737 -1.54124
O -1.90389 -3.77221 -0.34109
H -1.62591 -4.51728 0.19894
H -1.72705 -3.85615 -1.27579
O 2.98897 2.47352 0.33809
H -3.99689 2.02600 0.74255
H 3.06262 3.30147 -0.14911
O -0.96147 -3.63646 3.05011
H -0.13664 -3.13576 3.04569
H -0.68038 -4.34397 3.62933
O 0.45562 3.66894 -1.24274
H 1.13836 3.20589 -0.72966
H 0.66008 3.24226 -2.08816
H -0.81815 -2.15760 0.50819
H -5.42356 2.75656 -0.88264
*
```

Atom charges from the Löwdin analysis, given in e for atoms 1 to 5: number 1, O, carries -0.053; number 2, H, carries 0.062; number 3, O, carries 0.155; number 4, H, carries 0.070; number 5, H, carries 0.062

(4)
Formula: C9H17N4O3S
Source: the Open Molecules 2025 dataset
Level of theory: the ωB97M-V functional and the def2-TZVPD basis

Properties
**Kohn-Sham gap**: 8.7 eV
**Structure (SMILES)**: CN(CCn1cc[n+](C)c1CN=O)S(C)(=O)=O
**HOMO energy**: -12.618 eV
**LUMO energy**: -0.144 hartree
**ΔE to the lowest compared entry with this formula, charge and spin**: 103.7 kJ/mol
**Energy**: -32536.1981 eV

Geometry as ORCA input:
```
! RIJCOSX wB97M-V def2-TZVPD def2/J DEFGRID3
* xyz 1 1
C 0.55915 -1.88624 2.05269
N 0.44504 -0.56216 1.54005
C -0.59611 0.32352 1.98830
C -1.75825 0.39644 1.04422
N -1.25625 0.82243 -0.27590
C -1.00965 2.16263 -0.53655
C -0.57284 2.20563 -1.83729
N -0.49642 0.86616 -2.33540
C -0.04362 0.61595 -3.76004
C -0.96042 0.03984 -1.41721
C -1.07925 -1.38846 -1.53584
N -2.32437 -1.76758 -2.19882
O -3.04667 -2.53662 -1.56336
S 2.04228 0.22166 1.05390
C 3.06216 0.08604 2.49880
O 1.64956 1.66303 0.90837
O 2.54427 -0.48446 -0.05247
H 1.58268 -2.15125 2.44459
H 0.57551 -2.63211 1.15467
H -0.27178 -2.33111 2.59826
H -0.32172 1.33745 2.25857
H -0.97525 -0.14117 2.88553
H -2.45779 1.12013 1.46624
H -2.33841 -0.55831 0.70225
H -1.28827 2.97254 0.05389
H -0.31323 3.07138 -2.44437
H -0.97166 0.57261 -4.37398
H 0.47702 -0.28968 -3.95823
H 0.58871 1.42979 -4.15411
H -0.30314 -1.70038 -2.21058
H -0.92736 -1.84515 -0.53977
H 3.46891 -0.89043 2.71841
H 3.88839 0.80962 2.45351
H 2.42877 0.44825 3.37167
*
```

Atom charges from the Löwdin analysis, given in e for atoms 1 to 5: number 1, C, carries -0.128; number 2, N, carries -0.265; number 3, C, carries -0.220; number 4, C, carries -0.087; number 5, N, carries 0.005